# 1
{
  "formula": "C4H15NO3",
  "method": "wB97M-V/def2-TZVPD",
  "s_squared": 0.7592,
  "total_charge": 1,
  "spin_multiplicity": 2,
  "relative_energy_kcal_mol": 7.8,
  "total_energy_ha": -441.5613,
  "homo_lumo_gap_ha": [0.392, 0.276],
  "elements": ["C", "C", "C", "C", "N", "H", "H", "H", "H", "H", "H", "H", "H", "H", "H", "H", "O", "H", "H", "O", "H", "H", "O"],
  "coordinates": [[1.76287, -1.00094, -1.74894], [0.43348, -0.49007, -1.14665], [0.55592, 0.99869, -1.00238], [0.90738, 1.76238, 0.08983], [0.19086, 1.66874, -2.11741], [1.69200, -1.22116, -2.80973], [2.60298, -0.30457, -1.64958], [2.12900, -1.84600, -1.16579], [-0.43109, -0.67361, -1.77346], [0.31039, -0.90388, -0.15123], [1.67566, 1.43280, 0.78249], [0.52274, 2.76190, 0.23731], [-0.44881, 1.26017, -2.79394], [0.43158, 2.64419, -2.14716], [-2.29444, 0.35870, 2.29444], [-1.23629, 1.00574, 3.15999], [-1.37919, 0.28949, 2.56426], [1.52771, -1.11210, 1.54230], [0.16563, -0.86817, 2.24843], [1.10684, -0.96815, 2.37639], [-3.16384, -2.40953, -0.02629], [-2.17004, -1.55896, 0.69026], [-2.77495, -1.50576, -0.04254]],
  "forces_ev_per_a": [[0.681, -0.043, 0.305], [1.017, 0.731, 0.855], [-1.916, 0.119, -3.280], [1.469, 0.303, 1.378], [0.143, -0.559, 1.733], [-0.123, -0.232, 0.043], [-0.319, 0.328, -0.006], [-0.314, -0.347, -0.401], [-0.133, -0.368, 0.070], [-0.378, -0.212, -0.131], [-0.403, -0.236, 0.202], [0.008, 0.059, -0.232], [0.554, 0.088, -0.137], [-0.419, 0.342, -0.390], [-0.392, -0.004, -0.032], [0.240, 0.755, 0.827], [-0.019, -0.764, -0.947], [0.259, -0.329, -0.641], [-0.515, 0.166, -0.077], [0.460, 0.179, 0.806], [0.134, 0.917, -0.258], [0.465, 0.127, 0.556], [-0.499, -1.019, -0.243]]
}

# 2
{
  "formula": "C4H15NSi2",
  "method": "wB97M-V/def2-TZVPD",
  "total_charge": 0,
  "relative_energy_kcal_mol": 110.7,
  "total_energy_ha": -795.0053,
  "homo_lumo_gap_ha": 0.312,
  "elements": ["C", "C", "C", "C", "N", "Si", "Si", "H", "H", "H", "H", "H", "H", "H", "H", "H", "H", "H", "H", "H", "H", "H"],
  "coordinates": [[-2.37605, -0.62095, 0.41804], [-0.72968, 1.31459, 0.69596], [-1.41923, 0.53268, -1.62512], [-1.14850, 0.09196, -0.09173], [2.11207, -0.95299, -0.48253], [3.28797, 0.20731, 0.42026], [0.44681, -1.19626, -0.12704], [-2.72411, -1.26922, -0.28671], [-1.99553, -1.21223, 1.25592], [-3.19968, -0.11098, 0.80147], [-0.09627, 2.00038, 0.22342], [-0.29553, 1.06873, 1.60202], [-1.62498, 1.87307, 0.80876], [-0.95199, -0.11552, -2.25135], [-2.50571, 0.56903, -1.79069], [-1.00748, 1.54422, -1.80947], [2.58205, -1.39638, -1.26483], [3.79696, -0.35912, 1.58159], [4.48437, 0.43292, -0.39964], [2.61588, 1.60529, 0.79256], [0.19883, -2.40456, -0.84582], [0.54979, -1.60197, 2.37491]],
  "forces_ev_per_a": [[3.058, -0.613, 2.139], [-1.520, -0.580, -0.818], [-0.854, 2.125, 3.152], [1.687, 0.484, -2.663], [1.214, 2.434, 1.229], [-2.444, 0.775, -1.766], [-0.407, 0.597, 2.847], [-0.950, -1.953, -2.024], [-0.430, -0.331, 0.262], [-1.113, 1.766, 0.426], [1.338, 0.581, -1.191], [0.568, -0.462, 2.148], [-0.999, 0.717, 0.734], [1.026, -1.971, -2.240], [0.381, -0.098, -0.145], [-0.196, -0.515, 0.069], [-0.435, -0.093, 0.094], [0.371, -0.895, 1.671], [-0.099, 0.063, -0.439], [0.565, -1.578, -0.539], [-0.602, -0.880, -0.467], [-0.157, 0.425, -2.478]]
}